## a
13
Properties=species:S:1:pos:R:3 method="wB97M-V/def2-TZVPD" gap_ev="8.682 / 5.857" charge=+1 homo_ev="-13.7 / -12.5"
I -3.662 -0.221 -0.100
C -0.193 -0.033 1.042
C 0.757 0.434 -0.926
C 0.106 1.546 -0.511
H 1.518 -2.065 -0.984
H 0.676 -2.597 0.618
N -0.419 1.191 0.766
C 0.913 -1.786 -0.149
N 0.529 -0.548 0.013
H -1.240 1.678 1.131
H 1.310 0.391 -1.884
H -0.187 2.486 -1.038
H -0.107 -0.475 2.022

=====

## b
13
Properties=species:S:1:pos:R:3 method="wB97M-V/def2-TZVPD" gap_ev="7.456 / 7.118" charge=+1 homo_ev="-12.8 / -12.3"
H 1.259 0.867 -0.247
H -1.277 1.758 0.665
C -0.042 -0.479 0.019
H -1.619 -2.121 0.120
N 0.260 0.799 -0.115
I -4.449 0.044 -0.055
N 0.986 -1.410 -0.045
C -0.512 1.863 0.043
H -0.114 2.769 -0.344
C -1.405 -0.951 0.094
H 1.914 -1.200 -0.332
H 0.597 -2.312 -0.356
C -2.394 -0.076 -0.099

=====

Stability order, top to bottom: a, b

=====

## a
12
Properties=species:S:1:pos:R:3 method="wB97M-V/def2-TZVPD" gap_ev="8.678 / 8.763" homo_ev="-9.9 / -10.0"
O -2.407 0.956 -1.172
Cl 0.601 -2.255 -0.418
C 0.147 -0.782 0.487
H -0.338 -1.058 1.372
H 1.665 0.690 -0.136
H -3.323 0.655 -1.369
N -1.802 -0.066 -0.645
C 1.549 -0.024 0.730
H 2.479 -0.813 0.679
H 1.611 0.600 1.595
N -0.666 0.152 -0.266
O 0.484 1.945 -0.857

=====

## b
12
Properties=species:S:1:pos:R:3 method="wB97M-V/def2-TZVPD" gap_ev=8.905 homo_ev=-9.4 smiles="O=N/N=C/CO.Cl"
H 2.712 -0.912 -0.587
H 2.150 1.656 0.273
Cl -4.821 0.526 -0.103
H 1.697 0.071 1.418
C 1.920 0.543 0.412
N -0.393 -0.149 -0.130
H -4.254 -0.592 0.159
O -2.187 -1.146 0.610
N -1.589 -0.208 0.049
C 0.758 0.269 -0.537
O 2.974 -0.235 -0.020
H 1.033 0.178 -1.543

=====

Stability order, top to bottom: b, a

=====

## a
19
Properties=species:S:1:pos:R:3 method="wB97M-V/def2-TZVPD" gap_ev=8.598 homo_ev=-8.8 smiles="C=C/C=C/C(=C(/C)Br)[N+](=O)[O-]"
H 4.067 0.937 0.219
H 2.015 -0.186 0.475
H -0.172 1.745 -0.552
H 4.051 2.835 0.146
C -2.170 -0.442 0.059
C 2.188 1.865 0.003
C 3.521 1.863 -0.013
C 0.064 0.743 -0.186
N -0.121 -1.730 -0.112
H 1.775 2.825 -0.255
C 1.382 0.717 0.073
H -3.501 -1.659 -0.957
C -3.053 -1.662 0.176
H -2.401 -2.532 0.294
H -3.973 -1.677 0.841
O 0.177 -2.309 -1.126
Br -3.171 1.216 -0.015
C -0.847 -0.426 -0.058
O 0.169 -2.123 0.987

=====

## b
19
Properties=species:S:1:pos:R:3 method="wB97M-V/def2-TZVPD" gap_ev="5.744 / 8.988" homo_ev="-7.5 / -8.6"
C 0.645 1.037 0.241
C 0.910 0.209 -0.988
H 1.878 0.254 -1.427
H 0.011 0.601 -1.644
C -0.255 -2.006 -0.564
Br -3.159 0.821 0.326
C 0.862 -1.249 -0.545
H 2.193 1.728 1.481
N -0.453 1.801 0.139
O -0.913 1.979 -1.053
O -1.015 2.294 1.075
H 1.752 -1.920 -0.381
H -0.117 -3.024 -0.476
C -1.719 -1.769 -0.559
H 0.914 1.381 2.257
H -2.395 -2.548 -0.776
C -2.449 -0.728 -0.231
H 1.877 0.124 1.632
C 1.433 1.017 1.495

=====

Stability order, top to bottom: a, b

=====

## a
14
Properties=species:S:1:pos:R:3 method="wB97M-V/def2-TZVPD" gap_ev=8.622 charge=+1 homo_ev=-14.4
N 2.600 -1.694 1.339
H 3.341 -1.202 1.831
H -4.173 3.224 -3.122
C 1.850 -0.779 0.481
H 2.808 -2.975 2.863
H -4.204 3.692 -1.459
H 1.616 -1.168 -0.509
C -3.879 2.900 -2.125
H 1.537 -3.434 1.533
C 2.324 -2.792 1.911
H -4.227 1.875 -2.013
H 2.381 0.163 0.444
H 0.840 -0.592 0.848
H -2.813 2.783 -2.022

=====

## b
14
Properties=species:S:1:pos:R:3 method="wB97M-V/def2-TZVPD" gap_ev=11.103 charge=+1 homo_ev=-14.7
C 1.208 1.207 0.054
H -0.855 -0.338 -1.933
H -1.146 -1.748 0.657
H 1.660 0.873 2.086
H -0.305 -0.312 0.464
N -1.073 -0.910 0.081
H 0.697 1.789 -0.701
H -1.937 -0.374 0.177
H 0.176 1.928 1.736
H -1.484 -1.985 -1.691
H 0.245 -1.627 -1.390
H 1.952 0.502 -0.304
C 0.997 1.329 1.361
C -0.769 -1.247 -1.348

=====

Stability order, top to bottom: b, a

=====

## a
34
Properties=species:S:1:pos:R:3 method="wB97M-V/def2-TZVPD" gap_ev=8.835 homo_ev=-8.1 smiles=Cc1ccc2nc(C3CCCCC3)[nH]c2c1
H 0.818 0.276 2.581
C 1.561 -0.176 -1.155
H -0.210 2.405 1.856
H 4.197 -0.277 -4.142
H 3.035 -0.190 -5.354
H -1.229 1.920 0.972
H -2.652 -0.219 0.973
C -0.893 1.624 1.861
H -1.079 -1.708 2.146
H 0.789 -1.980 -4.690
H -0.932 -1.906 -3.026
C 0.275 -0.766 -1.517
N 1.556 0.471 0.095
C 0.043 -1.384 -2.763
C -2.478 -0.304 2.247
H -3.845 1.311 2.186
C 0.377 -0.093 0.577
H -3.396 0.557 3.804
C -2.909 0.849 2.826
C 2.409 -0.186 -2.075
H -3.211 -1.376 2.384
N -0.243 -0.801 -0.259
H 3.417 0.262 -2.017
H -1.039 -0.878 3.622
H -1.397 1.699 3.995
C 2.227 -0.732 -3.259
H -2.401 3.004 2.840
C -0.111 0.504 1.956
C -1.073 -0.764 2.544
C -1.868 1.993 2.926
C 3.342 -0.822 -4.394
C 1.074 -1.341 -3.575
H 3.587 -1.682 -4.828
H 2.263 0.712 0.665

=====

## b
34
Properties=species:S:1:pos:R:3 method="wB97M-V/def2-TZVPD" gap_ev=8.858 homo_ev=-8.2 smiles=NCCCNCc1ccc2ccccc2c1
H 2.073 1.565 -3.858
H -1.354 -3.002 1.582
C -0.247 -0.388 1.054
C 0.346 0.873 -4.602
H 0.933 2.627 2.336
C -0.595 -0.889 4.796
H -0.697 1.201 -1.867
H -0.003 2.580 -0.425
H -1.321 -0.175 -4.609
H -1.551 -2.706 5.614
C -1.367 -2.029 4.807
H 1.994 -0.018 -1.714
C -0.741 -0.954 2.260
H 0.254 1.582 4.377
N -0.379 -0.228 -5.086
H -2.186 -3.706 3.589
H 1.545 1.938 -0.475
C 0.208 1.046 3.445
C 1.597 0.544 -3.763
C -1.400 -2.272 2.395
H -0.269 -1.048 0.187
C -0.330 -0.286 3.536
H -0.453 -0.359 -6.046
C 0.558 1.588 2.280
H 2.193 -0.229 -4.370
C 0.262 0.870 1.009
H 0.643 -0.900 -2.533
C 0.517 1.686 -0.282
C 1.106 0.069 -2.346
H -0.144 -0.471 5.757
H 0.469 1.702 -5.328
N 0.234 1.074 -1.627
C -1.668 -2.765 3.671
H -0.228 1.481 -3.763

=====

Stability order, top to bottom: b, a

=====

## a
7
Properties=species:S:1:pos:R:3 method="wB97M-V/def2-TZVPD" gap_ev=11.298 homo_ev=-10.8 smiles="FC1=C(F)C1F"
C -0.675 0.553 0.347
C -0.528 -0.687 0.005
C 0.788 0.083 -0.141
F 1.324 0.463 -1.405
F -1.127 -1.821 -0.272
F -1.412 1.474 0.956
H 1.629 -0.064 0.510

=====

## b
7
Properties=species:S:1:pos:R:3 method="wB97M-V/def2-TZVPD" gap_ev=8.546 homo_ev=-9.4
C 0.581 1.395 -0.134
C -0.153 0.339 0.357
C -1.438 0.308 1.078
H 0.207 -0.510 -0.276
F -1.560 1.381 1.800
F 1.549 1.391 -0.968
F 0.459 2.627 0.455

=====

Stability order, top to bottom: a, b